{"formula": "C26H59N3O10", "method": "ωB97M-V/def2-TZVPD", "orbital_gap_ev": 8.875, "total_energy_ev": -52856.8424, "total_charge": 0, "smiles": "CC(C)CCOC(=O)OCC=O.COCCNCCOC.COCCNCCOC.COCCNCCOC", "elements": ["C", "C", "C", "C", "C", "O", "C", "O", "O", "C", "C", "O", "H", "H", "H", "H", "H", "H", "H", "H", "H", "H", "H", "H", "H", "H", "C", "O", "C", "C", "N", "C", "C", "O", "C", "H", "H", "H", "H", "H", "H", "H", "H", "H", "H", "H", "H", "H", "H", "H", "C", "O", "C", "C", "N", "C", "C", "O", "C", "H", "H", "H", "H", "H", "H", "H", "H", "H", "H", "H", "H", "H", "H", "H", "C", "O", "C", "C", "N", "C", "C", "O", "C", "H", "H", "H", "H", "H", "H", "H", "H", "H", "H", "H", "H", "H", "H", "H"], "xyz": [[-0.30367, 1.07301, -0.40180], [-0.93219, 1.34672, 1.05047], [-0.74614, 2.94256, 1.31901], [-2.49896, 0.99413, 1.16022], [-2.87427, -0.48434, 0.67744], [-4.15543, -0.82925, 1.33565], [-5.24810, -0.33151, 0.57283], [-5.88462, -1.18770, -0.10112], [-5.66464, 1.01792, 0.58144], [-7.09149, 1.12227, 0.28872], [-7.66706, 2.60445, 0.44248], [-7.65890, 3.34772, -0.56285], [-0.14959, -0.02870, -0.65096], [-0.88812, 1.59571, -1.23932], [0.74422, 1.56318, -0.39389], [-0.40600, 0.72381, 1.85535], [-1.23326, 3.45310, 0.41187], [0.34909, 3.23160, 1.44572], [-1.40580, 3.18466, 2.21668], [-2.74694, 1.03417, 2.28910], [-3.13475, 1.80571, 0.66927], [-2.98006, -0.60913, -0.44946], [-2.13157, -1.28925, 1.03585], [-7.63777, 0.47275, 1.07011], [-7.37577, 0.75202, -0.74881], [-8.13501, 3.00764, 1.41966], [2.49705, -5.27407, -3.85513], [1.82512, -5.90934, -2.77863], [2.64220, -6.11751, -1.62591], [2.26705, -5.15058, -0.49938], [2.65637, -3.77694, -0.81546], [2.03948, -2.75473, 0.03458], [0.50482, -2.68918, 0.10823], [-0.13151, -2.23703, -1.08248], [-0.23575, -3.21208, -2.10929], [1.89068, -5.40382, -4.75349], [2.59903, -4.20163, -3.67616], [3.48166, -5.71631, -4.03482], [3.70989, -6.06665, -1.86316], [2.43085, -7.13548, -1.28369], [2.76725, -5.46315, 0.42475], [1.18711, -5.23985, -0.34406], [2.40582, -3.57378, -1.77674], [2.39515, -1.78763, -0.33744], [2.43830, -2.86490, 1.04910], [0.25406, -1.94421, 0.87158], [0.05412, -3.62702, 0.45533], [-0.42137, -4.21311, -1.71489], [0.66151, -3.19620, -2.72904], [-1.07281, -2.93795, -2.75537], [-1.31235, 2.43569, 5.54581], [-0.15733, 2.96612, 4.91548], [0.34855, 4.15089, 5.53418], [1.63852, 3.86588, 6.30752], [1.38312, 3.06911, 7.50530], [2.57656, 2.46879, 8.10783], [3.45445, 1.55045, 7.24141], [2.86272, 0.30055, 6.90665], [1.91001, 0.35462, 5.85738], [-1.76875, 1.71767, 4.86138], [-1.05159, 1.90119, 6.46183], [-2.04533, 3.21698, 5.76838], [-0.40194, 4.63774, 6.16549], [0.58786, 4.84064, 4.71861], [2.10116, 4.81622, 6.59845], [2.32111, 3.35611, 5.62013], [0.74182, 2.31919, 7.27374], [2.22777, 1.88246, 8.96462], [3.19923, 3.27399, 8.51313], [4.33912, 1.30202, 7.83672], [3.83712, 2.04974, 6.34272], [2.18403, 1.07474, 5.08347], [0.92193, 0.57471, 6.26342], [1.85193, -0.63501, 5.39887], [-1.91952, 0.56784, -6.42890], [-0.76584, 1.08967, -7.06943], [-0.24900, 2.27472, -6.46012], [1.04487, 1.98670, -5.69435], [0.79327, 1.19732, -4.49092], [1.98703, 0.59348, -3.89300], [2.85238, -0.33428, -4.76078], [2.24854, -1.58148, -5.08373], [1.28817, -1.52619, -6.12650], [-2.38398, -0.15077, -7.10667], [-1.65533, 0.03647, -5.51186], [-2.64702, 1.35378, -6.20527], [-0.99227, 2.76865, -5.82578], [-0.01189, 2.95913, -7.28067], [1.51456, 2.93600, -5.41136], [1.72005, 1.46989, -6.38385], [0.14631, 0.44975, -4.71463], [1.63986, 0.01312, -3.03074], [2.61695, 1.39700, -3.49547], [3.73963, -0.58560, -4.17029], [3.23238, 0.15710, -5.66484], [1.56185, -0.81297, -6.90660], [0.30495, -1.29615, -5.71428], [1.21877, -2.51813, -6.57854]], "forces_ev_per_angstrom": [[0.743, 0.235, 0.415], [-0.250, 0.710, -0.765], [-1.178, -1.295, -0.178], [0.849, -0.204, 0.676], [0.619, 0.547, 0.357], [-1.314, 2.379, -1.919], [-2.012, -3.638, -2.040], [2.014, 3.456, 2.467], [0.632, -1.840, 0.625], [-1.707, -0.515, 0.787], [0.748, 1.633, -2.690], [-0.135, -2.220, 3.201], [-0.443, 1.469, 0.281], [0.656, -0.813, 1.266], [-1.549, -0.790, -0.122], [-0.490, 0.914, -1.163], [0.971, -0.526, 1.278], [-1.620, -0.306, -0.086], [1.254, 0.040, -0.929], [0.235, -0.112, -1.744], [0.811, -1.250, 0.372], [0.133, 0.274, 1.411], [-1.137, 1.436, -0.421], [0.757, 0.855, -1.279], [0.706, 0.571, 1.319], [0.762, -0.925, -1.141], [-0.261, -0.016, 0.003], [0.479, 0.005, -0.032], [-0.468, -0.031, 0.389], [0.232, 0.056, -0.402], [-0.275, -0.019, -0.015], [0.035, -0.026, -0.247], [0.103, 0.264, 0.131], [0.034, -0.316, 0.244], [-0.065, 0.324, -0.172], [-0.012, -0.043, 0.111], [0.193, 0.086, -0.124], [-0.008, 0.042, 0.042], [-0.072, 0.172, -0.082], [0.040, 0.049, 0.021], [-0.021, 0.032, -0.052], [-0.042, -0.182, 0.058], [0.087, -0.084, 0.114], [-0.079, -0.023, 0.097], [-0.118, -0.041, 0.017], [0.043, 0.031, -0.075], [0.061, -0.067, -0.180], [0.114, -0.011, 0.017], [0.019, -0.247, -0.076], [-0.019, 0.063, 0.144], [0.154, -0.085, -0.283], [-0.331, 0.203, 0.348], [0.584, -0.025, -0.215], [-0.451, -0.105, 0.065], [0.093, -0.131, -0.174], [-0.193, -0.105, -0.048], [0.111, -0.074, 0.316], [0.099, 0.293, -0.134], [0.060, -0.337, 0.220], [0.085, 0.068, -0.023], [-0.151, 0.025, 0.165], [0.041, -0.021, 0.048], [-0.006, -0.193, 0.062], [-0.009, -0.004, 0.054], [-0.032, -0.057, -0.005], [0.045, 0.121, -0.150], [0.063, 0.160, 0.008], [0.122, 0.027, -0.051], [0.059, -0.029, -0.100], [-0.099, -0.036, -0.008], [-0.194, 0.007, -0.057], [-0.067, 0.102, 0.056], [-0.122, 0.153, -0.216], [0.126, 0.023, 0.078], [0.135, -0.088, -0.277], [-0.309, 0.217, 0.349], [0.571, -0.036, -0.216], [-0.452, -0.100, 0.072], [0.098, -0.138, -0.168], [-0.225, -0.106, -0.025], [0.147, -0.022, 0.343], [0.104, 0.206, -0.095], [0.024, -0.352, 0.210], [0.092, 0.078, -0.014], [-0.144, 0.031, 0.175], [0.045, -0.024, 0.052], [-0.006, -0.192, 0.064], [-0.006, -0.003, 0.061], [-0.031, -0.057, -0.003], [0.046, 0.121, -0.153], [0.052, 0.164, 0.023], [0.100, 0.025, -0.028], [0.063, -0.031, -0.099], [-0.093, -0.040, -0.006], [-0.199, -0.005, -0.059], [-0.064, 0.096, 0.066], [-0.116, 0.154, -0.212], [0.128, 0.023, 0.070]]}



{"formula": "C26H59N6O5SSi", "method": "ωB97M-V/def2-TZVPD", "orbital_gap_ev": 6.768, "total_energy_ev": -65791.5034, "total_charge": 1, "elements": ["C", "Si", "C", "C", "C", "N", "N", "N", "N", "C", "C", "C", "C", "S", "C", "N", "N", "C", "O", "H", "H", "H", "H", "H", "H", "H", "H", "H", "H", "H", "H", "H", "H", "H", "H", "H", "H", "H", "C", "C", "O", "C", "C", "H", "H", "H", "H", "H", "H", "H", "H", "H", "H", "C", "C", "O", "C", "C", "H", "H", "H", "H", "H", "H", "H", "H", "H", "H", "C", "C", "O", "C", "C", "H", "H", "H", "H", "H", "H", "H", "H", "H", "H", "C", "C", "O", "C", "C", "H", "H", "H", "H", "H", "H", "H", "H", "H", "H"], "xyz": [[0.69649, -2.49703, 0.71439], [-0.45870, -1.49484, -0.47653], [-2.28562, -1.63990, 0.12321], [0.20790, 0.35252, -0.43738], [-0.25437, -2.04325, -2.35175], [0.77135, -2.98851, -2.96863], [0.37884, -2.89017, -4.32319], [-0.72339, -2.05149, -4.55416], [-1.20434, -1.45942, -3.37400], [-2.36811, -0.49936, -3.26349], [-3.83093, -1.30429, -3.16561], [-4.80920, -0.70137, -1.98173], [-6.15739, 0.05361, -2.53102], [-7.15134, 0.92422, -1.15726], [-5.96649, 2.15110, -0.38021], [-5.80481, 3.65022, -0.52314], [-4.70987, 3.96989, 0.29715], [-4.10811, 2.77329, 1.00663], [-4.95230, 1.64879, 0.55972], [0.38683, -3.63118, 0.82939], [1.81944, -2.49052, 0.36533], [0.68235, -2.04716, 1.81085], [-2.33545, -2.08127, 1.23119], [-2.73155, -0.55823, 0.19388], [-2.97182, -2.30962, -0.54891], [-0.28825, 0.88277, -1.37107], [0.00381, 0.88838, 0.58267], [1.36598, 0.25620, -0.69849], [-1.18487, -1.80995, -5.45859], [-2.39423, 0.13416, -4.27394], [-2.25597, 0.30482, -2.40206], [-4.40105, -1.28825, -4.19515], [-3.56046, -2.39938, -2.85430], [-4.17657, 0.08544, -1.38924], [-5.12489, -1.54667, -1.21192], [-6.89482, -0.75538, -2.99629], [-5.87462, 0.83966, -3.36257], [-3.19988, 2.66697, 1.74106], [5.87853, -3.10843, -1.60972], [4.83254, -2.01280, -1.50870], [4.40081, -1.76008, -0.17459], [5.39705, -1.31952, 0.74398], [6.04065, -0.00061, 0.35092], [5.53359, -4.01981, -1.11352], [6.09662, -3.33512, -2.65766], [6.81744, -2.81117, -1.13014], [3.94392, -2.32680, -2.06820], [5.18147, -1.08637, -1.97785], [6.15077, -2.09960, 0.89129], [4.89418, -1.18863, 1.70811], [6.62234, -0.09803, -0.57095], [6.71684, 0.34472, 1.13817], [5.27836, 0.76465, 0.17650], [-2.22576, 5.01862, -4.56938], [-2.19056, 3.50234, -4.50339], [-1.81104, 2.88837, -5.73185], [-0.51290, 3.20467, -6.22697], [0.60897, 2.78862, -5.29072], [-2.84858, 5.35542, -5.40274], [-2.62296, 5.43399, -3.63834], [-1.22446, 5.43623, -4.72077], [-3.19923, 3.14006, -4.27403], [-1.54518, 3.15532, -3.68902], [-0.44847, 4.26922, -6.47373], [-0.39953, 2.66052, -7.17068], [0.58584, 3.36174, -4.35867], [1.58192, 2.95520, -5.76174], [0.51904, 1.73086, -5.02576], [3.90747, -3.71921, 5.13965], [2.57136, -3.40767, 4.48968], [2.21585, -4.32033, 3.45490], [2.06191, -5.68492, 3.83511], [0.96332, -5.90627, 4.86094], [4.69409, -3.80615, 4.38500], [4.18135, -2.93294, 5.84951], [3.87487, -4.66710, 5.68770], [2.63336, -2.41800, 4.02280], [1.77140, -3.34760, 5.23573], [3.01627, -6.09336, 4.18251], [1.80354, -6.23394, 2.92331], [1.21076, -5.43977, 5.81951], [0.81472, -6.97534, 5.03771], [0.02085, -5.46848, 4.51855], [1.24875, 3.69816, 3.95151], [-0.09346, 3.98294, 3.30183], [-1.14070, 3.13508, 3.76502], [-1.45021, 3.20679, 5.15405], [-1.91909, 4.58185, 5.59858], [1.50846, 2.64025, 3.85567], [2.03521, 4.30064, 3.48716], [1.23434, 3.93503, 5.02090], [-0.00370, 3.80480, 2.22412], [-0.37570, 5.03502, 3.41848], [-0.59879, 2.86628, 5.75192], [-2.25867, 2.48901, 5.32939], [-1.11905, 5.32394, 5.51521], [-2.24405, 4.55622, 6.64261], [-2.75028, 4.92670, 4.97622]], "forces_ev_per_angstrom": [[0.852, -1.155, 0.505], [0.985, 0.502, 2.354], [-1.211, 0.002, 0.630], [0.342, -0.247, -1.432], [-0.604, -0.278, -2.769], [-6.871, 5.205, -3.079], [-1.445, 1.253, 1.472], [1.524, -0.596, 3.122], [4.932, -3.320, 1.760], [-1.961, 1.286, -1.374], [0.044, -0.358, 0.713], [-0.014, 0.479, 0.408], [0.954, -0.466, -0.889], [2.027, 0.892, 0.202], [2.676, 3.356, 1.048], [2.098, -6.472, 2.678], [1.138, -4.285, 1.747], [-5.201, 2.030, -4.513], [0.097, 3.108, -0.839], [0.574, 2.271, -0.248], [-2.090, 0.059, 0.643], [-0.133, -0.752, -2.338], [0.306, 0.886, -2.482], [0.632, -2.062, -0.216], [1.238, 1.320, 1.316], [0.994, -0.514, 2.093], [0.432, -0.966, -2.096], [-2.393, 0.433, 0.816], [0.971, -0.661, 0.682], [0.391, -1.319, 2.142], [0.247, -2.143, -1.607], [1.375, -0.093, 1.992], [-0.623, 1.943, -0.858], [-1.335, -1.459, -0.974], [0.687, 1.805, -1.733], [1.397, 1.897, 1.107], [-0.621, -1.581, 1.672], [-2.139, 0.167, -1.575], [0.267, 0.025, 0.159], [0.006, -0.094, 0.024], [-0.270, 0.004, -0.026], [0.004, 0.125, 0.063], [0.096, -0.007, -0.265], [-0.035, 0.080, -0.098], [-0.049, 0.033, 0.123], [-0.090, -0.038, -0.143], [-0.030, 0.091, 0.254], [0.089, -0.021, 0.022], [0.035, 0.035, -0.060], [-0.127, -0.150, -0.223], [0.020, 0.031, 0.137], [-0.097, -0.049, -0.079], [0.051, -0.068, 0.101], [0.257, 0.156, -0.043], [-0.136, 0.144, -0.095], [-0.089, -0.327, 0.026], [0.070, -0.066, -0.048], [-0.028, 0.193, 0.252], [-0.006, -0.090, 0.127], [0.025, -0.081, -0.121], [-0.132, -0.027, 0.098], [0.122, -0.090, -0.211], [0.115, 0.077, 0.051], [0.037, -0.021, 0.089], [-0.261, 0.055, 0.136], [0.087, -0.024, -0.104], [-0.127, -0.047, 0.047], [0.037, 0.002, -0.092], [0.045, -0.277, 0.139], [0.076, -0.017, -0.066], [-0.057, 0.099, -0.148], [-0.114, -0.002, 0.003], [0.030, 0.154, 0.227], [-0.082, 0.085, 0.039], [-0.044, -0.079, -0.099], [0.017, 0.168, 0.000], [-0.106, -0.224, -0.142], [0.049, -0.057, 0.057], [-0.023, 0.011, 0.077], [0.108, 0.273, -0.005], [-0.026, -0.127, -0.056], [0.019, 0.121, -0.041], [0.083, -0.096, -0.029], [0.018, 0.022, 0.324], [0.077, -0.002, -0.031], [-0.128, -0.177, -0.288], [-0.166, 0.079, 0.124], [0.170, 0.201, -0.095], [-0.013, 0.084, -0.068], [-0.116, -0.074, 0.035], [0.060, 0.028, -0.162], [-0.216, -0.079, 0.146], [0.051, -0.032, 0.064], [0.030, 0.072, -0.009], [0.160, 0.009, -0.243], [-0.083, -0.061, 0.100], [0.031, -0.024, -0.134], [0.035, -0.092, 0.100]]}